1.
{
  "formula": "C5H6N2O2S",
  "method": "ωB97M-V/def2-TZVPD",
  "homo_ev": -8.2,
  "relative_energy_kj_mol": 246.4,
  "largest_force_ha_per_bohr": 0.151,
  "total_energy_ev": -23191.1446,
  "total_charge": 0,
  "elements": ["S", "O", "O", "N", "N", "C", "C", "C", "C", "C", "H", "H", "H", "H", "H", "H"],
  "coordinates": [[2.0702, 0.3318, -0.9818], [-0.8627, -2.4444, 1.2477], [-2.9339, -1.6555, 0.8803], [0.9639, 2.6008, -1.9458], [-0.2234, 1.3986, -0.3128], [0.8177, 1.5174, -1.0559], [-1.8044, -1.4928, 1.1618], [-1.1562, -0.1412, 1.4074], [-0.0778, 0.2636, 0.4277], [1.1286, -0.4331, 0.2776], [-1.5431, -3.0745, 1.0272], [1.5476, 2.5259, -2.7128], [-1.9156, 0.4153, 1.4626], [-0.0321, 3.0930, -2.1781], [-0.8060, -0.3167, 2.5430], [1.3678, -1.4322, 1.0418]],
  "forces_ev_per_a": [[-0.5, -0.4, 1.1], [-1.3, -0.5, 0.0], [-2.1, -1.1, -0.3], [-4.8, 1.3, 1.7], [-0.1, -0.4, 0.0], [0.5, 1.9, -2.3], [3.6, 3.5, 0.0], [5.3, -5.1, 2.3], [1.6, -1.6, 1.2], [-1.3, -2.1, 2.6], [0.4, -2.7, -0.3], [1.2, -0.4, -1.6], [-5.5, 5.3, 0.1], [3.4, -1.8, 0.8], [-0.2, 0.8, -2.4], [-0.3, 3.3, -3.0]]
}

---

2.
{
  "formula": "C3H5NOS",
  "method": "ωB97M-V/def2-TZVPD",
  "homo_ev": -9.2,
  "relative_energy_kj_mol": 414.5,
  "largest_force_ha_per_bohr": 0.071,
  "total_energy_ev": -17560.9715,
  "total_charge": 0,
  "elements": ["S", "O", "N", "C", "C", "C", "H", "H", "H", "H", "H"],
  "coordinates": [[-0.3156, 1.4309, 0.3565], [-1.6533, 0.7423, -0.3613], [0.9809, 1.0151, -0.6393], [1.8406, 0.1088, -0.1148], [2.6143, -0.7458, 0.2679], [-1.9783, -0.5644, 0.1217], [1.3420, 1.8071, -1.1085], [3.1485, -1.3660, 0.9043], [-2.6630, -0.7933, -0.6203], [-1.0330, -1.2764, 0.0028], [-2.2831, -0.3582, 1.1909]],
  "forces_ev_per_a": [[-1.1, 0.0, -0.3], [1.6, 1.2, 0.0], [-0.7, -0.7, 1.1], [1.3, -1.0, -0.2], [-1.9, 1.7, -0.6], [3.3, 0.4, 1.4], [0.6, 0.5, -0.7], [0.8, -0.8, 0.4], [-2.0, -1.4, -0.6], [-2.0, 1.3, 0.6], [-0.1, -1.3, -1.2]]
}

---

3.
{
  "formula": "C38H46Cl2FMnN7O8",
  "method": "ωB97M-V/def2-TZVPD",
  "homo_ev": [-6.6, -6.0],
  "relative_energy_kj_mol": 25.4,
  "largest_force_ha_per_bohr": 0.011,
  "total_energy_ev": -126045.5273,
  "spin_multiplicity": 2,
  "total_charge": 0,
  "s2": 1.15,
  "elements": ["Mn", "Cl", "Cl", "F", "O", "O", "O", "O", "O", "O", "O", "O", "N", "N", "N", "N", "N", "N", "N", "C", "C", "C", "C", "C", "C", "C", "C", "C", "C", "C", "C", "C", "C", "C", "C", "C", "C", "C", "C", "C", "C", "C", "C", "C", "C", "C", "C", "C", "C", "C", "C", "C", "C", "C", "C", "C", "C", "H", "H", "H", "H", "H", "H", "H", "H", "H", "H", "H", "H", "H", "H", "H", "H", "H", "H", "H", "H", "H", "H", "H", "H", "H", "H", "H", "H", "H", "H", "H", "H", "H", "H", "H", "H", "H", "H", "H", "H", "H", "H", "H", "H", "H", "H"],
  "coordinates": [[0.0283, 1.9849, 1.1688], [3.5003, 8.0426, 0.2164], [2.4974, 5.4808, 1.2677], [-0.9433, -4.5512, 1.4108], [-5.4934, 4.4595, -1.6965], [-2.3330, 0.2962, 0.5959], [-2.3060, 1.0631, 2.7036], [0.6830, 0.0726, 1.8029], [2.0773, 2.3285, 1.0071], [4.2673, 2.0083, 0.6460], [0.6078, 3.4797, -1.4478], [0.1444, -1.0105, -0.8682], [1.0088, -6.0537, 0.4730], [-1.5116, 3.9324, 0.6031], [3.8587, -2.0474, 0.4142], [0.1715, -8.3632, 0.2405], [-4.5146, 2.4638, -2.1472], [0.1912, 2.7462, 3.1524], [0.1696, 1.3194, -0.8189], [-1.7635, 1.0815, 1.6176], [0.3377, -6.2130, -0.8659], [2.4569, 6.6317, -0.0633], [3.1157, 1.6289, 0.8643], [-5.9127, 2.0803, -4.1701], [5.7654, -3.4089, 1.2254], [0.3607, -2.5563, 1.4456], [-5.7752, 1.9427, -2.6597], [3.9083, -0.6857, 0.5227], [0.9660, 2.4217, 5.3948], [-3.2464, 4.2207, -1.0181], [-1.0010, 5.0989, 0.2138], [5.0630, -2.7736, 0.0331], [-2.6213, 3.5148, -0.0036], [2.1576, -7.0007, 0.5530], [1.6729, -0.5022, 1.3667], [-0.1233, -7.6797, -1.0095], [0.2317, -3.8927, 1.2232], [-3.4748, -0.4722, 0.9398], [0.9446, 0.2030, -2.7856], [2.8965, 0.1090, 0.9318], [-4.5129, 3.7272, -1.6521], [1.6030, -8.4427, 0.4764], [1.5993, -1.9604, 1.2123], [-1.5788, 5.9018, -0.7558], [-2.7234, 5.4532, -1.3876], [0.3909, 3.6143, 5.7992], [0.3631, 0.0864, -1.3729], [-2.4011, 2.2290, -3.4714], [0.6052, 2.2852, -1.6905], [0.8429, 2.0315, 4.0739], [2.5333, -4.0841, 0.5254], [-0.3579, 3.8959, 3.5524], [1.3039, -4.6507, 0.7671], [-3.3074, 1.6676, -2.3813], [2.6854, -2.7068, 0.7313], [-0.2825, 4.3645, 4.8527], [1.1148, 1.6920, -2.9965], [5.1149, -4.1124, 1.7470], [0.2728, -0.2824, -3.4950], [6.6573, -3.9442, 0.8986], [6.0685, -2.6416, 1.9371], [-2.7449, 1.5218, -1.4598], [-3.6588, 0.6757, -2.6708], [-5.8470, 3.1295, -4.4588], [4.8353, -0.2061, 0.2293], [-3.4982, -1.3370, 0.2748], [-4.3970, 0.1034, 0.8044], [1.5068, 1.7931, 6.0885], [-0.7516, 5.3051, 5.1057], [-3.0294, 2.5726, 0.3355], [-6.8771, 1.6921, -4.5010], [-0.4851, -5.5049, -0.8981], [0.3174, -6.3952, 1.1521], [-1.8766, 3.1223, -3.1295], [2.6888, -6.8030, 1.4810], [-0.2738, -9.2673, 0.2966], [2.1472, 2.0086, -3.1440], [-3.4373, -0.7955, 1.9817], [-2.9671, 2.4800, -4.3693], [2.8029, 6.1302, -0.9590], [-1.1967, -7.7130, -1.1827], [-5.1308, 1.5268, -4.6928], [-1.6485, 1.4841, -3.7368], [1.8871, -0.3480, -2.8004], [1.7740, -8.9582, 1.4198], [-0.8930, 4.4503, 2.7966], [3.3505, -4.6804, 0.1500], [-3.2156, 6.0394, -2.1533], [-6.5756, 2.4874, -2.1643], [1.4456, 7.0010, -0.1893], [-0.0808, 5.3933, 0.7049], [-1.1251, 6.8473, -1.0200], [0.5265, 2.0978, -3.8188], [1.0781, -5.9233, -1.6088], [4.8110, -3.5160, -0.7277], [2.8147, -6.7755, -0.2839], [2.1380, -8.9896, -0.3097], [0.4666, 3.9498, 6.8253], [-0.4667, -1.9266, 1.7459], [-5.8441, 0.8925, -2.3647], [5.7216, -2.0566, -0.4534], [1.2815, 1.1083, 3.7274], [0.3738, -8.1399, -1.8726]],
  "forces_ev_per_a": [[-0.2, -0.3, 0.3], [0.0, 0.1, 0.0], [0.0, 0.1, 0.0], [0.1, 0.0, 0.0], [0.0, 0.0, 0.0], [-0.1, -0.1, 0.0], [-0.2, -0.1, 0.1], [-0.2, 0.4, 0.4], [0.1, 0.3, 0.1], [0.0, -0.1, 0.0], [-0.1, 0.0, -0.1], [0.0, 0.0, 0.0], [0.0, -0.1, 0.0], [0.3, -0.2, -0.2], [-0.1, 0.0, 0.1], [0.0, 0.0, 0.0], [-0.1, -0.1, 0.1], [0.0, 0.0, 0.0], [0.1, -0.4, 0.0], [0.3, 0.3, -0.2], [0.0, 0.0, 0.0], [0.0, -0.1, 0.0], [-0.3, 0.0, -0.1], [0.0, 0.0, 0.0], [0.0, 0.0, 0.0], [0.1, -0.1, 0.1], [0.0, 0.0, 0.0], [0.0, -0.1, -0.1], [0.0, 0.0, 0.0], [0.0, 0.1, 0.0], [0.1, 0.0, 0.1], [0.0, 0.0, 0.0], [0.0, 0.0, 0.0], [0.0, 0.0, 0.0], [0.3, 0.0, -0.3], [0.0, 0.0, 0.0], [0.0, 0.0, 0.1], [-0.1, 0.0, 0.0], [0.1, -0.1, 0.0], [0.0, 0.2, 0.0], [0.0, 0.1, 0.0], [0.0, 0.0, 0.0], [0.1, -0.4, 0.0], [0.0, 0.0, 0.0], [0.0, 0.0, 0.1], [0.0, 0.0, 0.0], [-0.2, 0.3, -0.2], [0.0, 0.0, 0.0], [0.1, 0.2, 0.1], [0.1, 0.0, -0.1], [0.0, -0.2, -0.1], [-0.1, 0.0, -0.1], [0.0, 0.1, 0.0], [0.1, -0.1, 0.0], [0.0, 0.3, 0.1], [0.0, 0.0, 0.0], [0.0, 0.1, 0.0], [0.0, 0.0, 0.0], [0.0, 0.0, 0.0], [0.0, 0.0, 0.0], [0.0, 0.0, 0.0], [0.0, 0.0, 0.0], [0.0, 0.0, 0.0], [0.0, 0.0, 0.0], [0.0, 0.0, 0.0], [0.0, 0.0, 0.0], [0.0, 0.0, 0.0], [0.0, 0.0, 0.0], [0.0, 0.0, 0.0], [0.0, 0.0, 0.0], [0.0, 0.0, 0.0], [0.0, 0.0, 0.0], [0.0, 0.1, 0.0], [0.0, 0.0, 0.0], [0.0, 0.0, 0.0], [0.0, 0.0, 0.0], [0.0, 0.0, 0.0], [0.0, 0.0, 0.0], [0.0, 0.0, 0.0], [0.0, 0.0, 0.0], [0.0, 0.0, 0.0], [0.0, 0.0, 0.0], [0.0, 0.0, 0.0], [0.0, 0.0, 0.0], [0.0, 0.0, 0.0], [0.0, 0.0, 0.0], [0.0, 0.0, 0.0], [0.0, 0.0, 0.0], [0.0, 0.0, 0.0], [0.0, 0.0, 0.0], [0.0, 0.0, 0.0], [0.0, 0.0, 0.0], [0.0, 0.0, 0.0], [0.0, 0.0, 0.0], [0.0, 0.0, 0.0], [0.0, 0.0, 0.0], [0.0, 0.0, 0.0], [0.0, 0.0, 0.0], [0.0, 0.0, 0.0], [0.0, 0.0, 0.0], [0.0, 0.0, 0.0], [0.0, 0.0, 0.0], [0.0, 0.0, 0.0]]
}

---

4.
{
  "formula": "C5H7ClS2",
  "method": "ωB97M-V/def2-TZVPD",
  "homo_ev": -8.7,
  "relative_energy_kj_mol": 197.4,
  "largest_force_ha_per_bohr": 0.061,
  "total_energy_ev": -39489.0371,
  "total_charge": 0,
  "elements": ["Cl", "S", "S", "C", "C", "C", "C", "C", "H", "H", "H", "H", "H", "H", "H"],
  "coordinates": [[-1.6641, -1.0179, -2.2457], [2.5942, 1.8251, 0.1352], [0.7755, 0.1710, 1.7885], [-1.6492, 0.2219, 0.2624], [-0.2611, -1.9543, 0.4126], [1.4578, 0.6456, 0.2471], [-2.0542, 0.1829, -1.0256], [-0.7665, -0.6240, 1.0205], [-2.7375, 1.0557, -1.3362], [-1.1591, -2.5492, 0.2282], [0.1136, -2.3654, 1.3270], [-1.5231, -0.9480, 1.8069], [0.9048, 0.3193, -0.7180], [0.6532, -1.9481, -0.3187], [-2.2371, 0.9701, 0.9078]],
  "forces_ev_per_a": [[0.0, 0.8, 0.5], [-0.4, -1.1, 0.0], [-1.2, 0.0, -1.3], [-1.8, 2.2, -1.4], [0.7, 0.3, 0.4], [-0.5, 1.4, -1.0], [-0.7, 1.6, 0.7], [0.4, -2.0, 1.1], [1.0, -1.9, 0.1], [0.5, -0.1, -1.0], [0.7, -0.9, 0.3], [1.6, 0.3, 0.0], [0.9, 0.1, 1.8], [-2.3, 0.1, 1.0], [1.2, -0.8, -1.2]]
}

---

5.
{
  "formula": "C33H37BClN8O4V",
  "method": "ωB97M-V/def2-TZVPD",
  "homo_ev": [-10.4, -10.4],
  "relative_energy_kj_mol": 159.4,
  "largest_force_ha_per_bohr": 0.063,
  "total_energy_ev": -93817.6813,
  "spin_multiplicity": 2,
  "total_charge": 1,
  "s2": 0.77,
  "elements": ["V", "Cl", "O", "O", "O", "O", "N", "N", "N", "N", "N", "N", "N", "N", "C", "C", "C", "C", "C", "C", "C", "C", "C", "C", "C", "C", "C", "C", "C", "C", "C", "C", "C", "C", "C", "C", "C", "C", "C", "C", "C", "C", "C", "C", "C", "C", "C", "B", "H", "H", "H", "H", "H", "H", "H", "H", "H", "H", "H", "H", "H", "H", "H", "H", "H", "H", "H", "H", "H", "H", "H", "H", "H", "H", "H", "H", "H", "H", "H", "H", "H", "H", "H", "H", "H"],
  "coordinates": [[13.0594, 11.4519, 8.4061], [5.9649, 17.0718, 8.2000], [12.9995, 13.2027, 8.9050], [12.4486, 11.4703, 6.6361], [11.7758, 16.6699, 8.5148], [11.3265, 14.3287, 9.8737], [14.9631, 9.8930, 10.1162], [9.0838, 10.9616, 8.9259], [13.1740, 9.2074, 8.0116], [16.0180, 10.6636, 8.0286], [15.0471, 11.5562, 7.6195], [14.0798, 10.8876, 10.2510], [11.2357, 11.1325, 8.9877], [14.4278, 8.7092, 8.0524], [11.3140, 11.9760, 6.1681], [11.2922, 12.5824, 4.8831], [14.5049, 7.6227, 7.2451], [15.7179, 6.8570, 7.0074], [18.4981, 10.2583, 7.7810], [7.6707, 16.8507, 8.2231], [13.9924, 11.2134, 11.5384], [8.3057, 15.7501, 7.7790], [9.7662, 17.7622, 8.8553], [9.0247, 13.2241, 5.1737], [16.4930, 8.4603, 11.5005], [10.3944, 16.6213, 8.3826], [12.5245, 15.5277, 8.1889], [10.5156, 18.8900, 9.5223], [15.6724, 12.4970, 6.9817], [9.0654, 12.7329, 6.4323], [17.0810, 12.2395, 6.9063], [9.5056, 10.3486, 10.1236], [17.2042, 11.0152, 7.5931], [14.9751, 13.6703, 6.4389], [10.1522, 13.1834, 4.4071], [15.4883, 9.5716, 11.3401], [10.1668, 11.3969, 8.2684], [10.9932, 8.5397, 7.0973], [9.7041, 15.5763, 7.7768], [14.9240, 10.4553, 12.2585], [13.2849, 7.4448, 6.6483], [10.8424, 10.4236, 10.1352], [13.1436, 12.2686, 12.1734], [8.4021, 17.8743, 8.7783], [12.4821, 8.4122, 7.2446], [10.1486, 12.0480, 6.9845], [12.2441, 14.2980, 9.1201], [15.5598, 9.4203, 8.8218], [16.5209, 8.7474, 8.8957], [9.8284, 19.3100, 10.2276], [10.7141, 9.1943, 6.2270], [15.2477, 14.5945, 6.9551], [15.1608, 10.5463, 13.3168], [8.1270, 11.2380, 8.7883], [12.2513, 12.5134, 11.6011], [12.7816, 11.9519, 13.1358], [12.3720, 15.1957, 7.1537], [17.7747, 12.7732, 6.3197], [13.0270, 6.5408, 6.0498], [8.0684, 12.7390, 6.8638], [13.5379, 15.8488, 8.3079], [15.3730, 13.8361, 5.4494], [16.9624, 8.2792, 12.5249], [19.2727, 10.5845, 7.1893], [17.3156, 8.5769, 10.7962], [10.8415, 19.6742, 8.7387], [11.5231, 10.0977, 10.9279], [10.2750, 14.6750, 7.3849], [13.7617, 13.1854, 12.2611], [16.5336, 7.5659, 6.9155], [16.0656, 7.4781, 11.3066], [13.9277, 13.5525, 6.3310], [8.7436, 9.9950, 10.8021], [12.2138, 12.5345, 4.2982], [11.4828, 18.5108, 9.8725], [8.0301, 18.8210, 9.2077], [18.2874, 9.2537, 7.5075], [8.1408, 13.8077, 4.7607], [18.8731, 10.1954, 8.8329], [15.3968, 6.2696, 6.1452], [10.7450, 7.5245, 6.7690], [15.9516, 6.0688, 7.7378], [7.7595, 14.9581, 7.2964], [10.2694, 13.6358, 3.4243], [10.3963, 8.7945, 7.9778]],
  "forces_ev_per_a": [[1.6, 0.1, -0.9], [-0.5, -0.4, -0.3], [0.4, -0.7, -0.4], [0.4, 0.0, 0.8], [-0.2, -0.9, -0.1], [-0.1, -0.5, 0.9], [1.4, -1.0, 2.3], [0.2, -0.4, 1.3], [1.0, 1.6, 1.3], [-1.7, -0.9, 0.4], [-0.1, -1.5, 1.6], [-1.5, 0.6, -1.3], [0.2, -1.3, 0.9], [1.0, -0.7, -0.6], [-0.6, 1.1, 0.2], [0.7, -1.0, 0.8], [-0.2, 1.3, 0.9], [-0.1, -1.0, 0.0], [-2.0, -0.8, 2.4], [-0.5, 1.4, 0.8], [0.6, 0.0, 1.0], [1.0, -2.4, -1.7], [0.2, 0.5, 0.3], [-1.5, 2.0, -1.4], [0.8, -0.5, 1.1], [1.0, -0.4, -0.5], [-0.3, -0.5, 0.4], [1.3, 0.1, -2.3], [2.0, 1.3, -1.0], [-1.9, -1.4, 0.8], [-2.7, -1.3, 0.9], [-1.1, 0.6, -0.9], [2.1, 2.0, -0.9], [1.1, 0.8, -0.6], [1.8, 0.0, -1.1], [0.0, 0.5, 0.0], [-1.1, 0.7, 0.1], [0.0, -0.4, -1.7], [0.4, 0.5, 0.6], [0.1, -0.7, -0.1], [-0.5, -1.4, 0.2], [0.4, 0.3, 0.3], [0.2, 0.6, -1.0], [0.6, 1.0, 0.5], [-2.2, 0.2, -0.8], [1.0, 0.3, -1.3], [-0.5, 1.0, -1.1], [-0.4, 0.3, -1.4], [0.0, -0.4, 0.4], [0.3, 0.5, 0.7], [0.2, -0.4, 0.9], [-0.3, -0.2, 0.3], [-0.2, -0.2, -0.4], [0.0, -0.1, -0.5], [0.1, 0.1, -0.3], [0.2, -0.1, 0.5], [0.0, 0.0, 0.0], [0.7, 0.4, -0.2], [0.0, 1.2, 0.5], [0.3, 0.0, 0.9], [0.8, -0.1, -0.1], [0.0, 0.1, -0.6], [-0.9, 1.0, -1.1], [1.5, 1.1, -1.4], [0.0, 0.0, 0.1], [-0.8, -1.0, 1.1], [-0.2, 0.2, -0.7], [-1.3, 1.3, 0.5], [-0.5, -0.4, 0.2], [0.4, -0.5, -0.6], [-0.4, 0.1, -0.4], [-1.0, -0.1, 0.2], [0.4, -0.1, 0.1], [-0.3, 0.1, 0.2], [-0.5, 0.3, 0.7], [-0.5, -0.8, -0.5], [0.1, -1.1, -0.3], [1.0, -1.1, 0.9], [-0.5, 0.3, -0.7], [1.1, 0.2, -0.5], [-0.7, 0.2, 0.2], [-0.1, 0.6, 0.3], [-0.5, -0.1, 0.0], [-0.6, 0.0, 0.1], [0.5, -0.1, -0.1]]
}